[1]
Density functional theory data (ωB97M-V/def2-TZVPD) for a single C21H28N4O3S molecule.

## Properties
E_HOMO (eV): -7.817
Energy relative to the best compared isomer or geometry (same formula, charge and spin) (kJ/mol): 403.13
F_max (eV/Å): 0.92
Structure (SMILES): C=CCNC(=S)N1CCN(CC/N=C/C2=C(O)C[C@H](c3ccco3)CC2=O)CC1
Net charge: 0
HOMO-LUMO gap (Eh): 0.3074
Multiplicity: 1

```
57
Properties=species:S:1:pos:R:3:mulliken_charge:R:1
C 7.664 -2.351 1.265 -0.776
C 6.728 -1.839 0.487 -0.057
C 5.961 -0.594 0.799 -0.686
N 4.546 -0.805 0.594 -0.128
C 3.732 0.091 -0.010 0.619
S 4.351 1.497 -0.644 -0.493
N 2.404 -0.187 -0.051 0.049
C 1.493 0.725 -0.709 -1.003
C 1.238 0.272 -2.146 -0.756
N 0.684 -1.066 -2.122 0.733
C 0.124 -1.541 -3.366 -1.008
C -1.218 -2.264 -3.088 -0.812
N -2.034 -1.370 -2.327 -0.641
C -1.803 -1.284 -1.073 -0.329
C -2.410 -0.263 -0.253 0.186
C -3.279 0.643 -0.810 0.553
O -3.590 0.616 -2.084 -0.668
C -3.928 1.717 0.003 -0.805
C -4.039 1.282 1.469 0.671
C -4.652 2.358 2.307 -0.349
C -4.226 3.611 2.638 -0.453
C -5.237 4.171 3.457 -0.582
C -6.200 3.219 3.561 -0.474
O -5.855 2.120 2.869 -0.382
C -2.647 0.904 1.975 -0.758
C -1.996 -0.184 1.142 0.600
O -1.141 -0.911 1.616 -0.688
C 1.583 -1.990 -1.464 -0.924
C 1.840 -1.521 -0.025 -0.557
H 8.208 -3.239 0.994 0.261
H 7.936 -1.891 2.200 0.256
H 6.468 -2.311 -0.451 0.283
H 6.257 0.212 0.117 0.347
H 6.161 -0.264 1.826 0.302
H 4.134 -1.541 1.146 0.302
H 0.554 0.716 -0.150 -0.047
H 1.923 1.726 -0.699 0.537
H 2.187 0.319 -2.707 0.275
H 0.518 0.945 -2.616 0.541
H 0.797 -2.226 -3.899 0.306
H -0.079 -0.685 -4.011 0.431
H -1.017 -3.197 -2.546 0.343
H -1.717 -2.490 -4.032 0.464
H -1.152 -1.982 -0.547 0.506
H -3.060 -0.150 -2.506 0.490
H -3.322 2.626 -0.063 0.306
H -4.906 1.944 -0.423 0.417
H -4.694 0.406 1.531 0.299
H -3.310 4.082 2.344 0.502
H -5.239 5.145 3.902 0.439
H -7.139 3.200 4.077 0.484
H -1.991 1.779 1.934 0.272
H -2.680 0.572 3.014 0.379
H 2.551 -2.061 -1.995 0.366
H 1.127 -2.982 -1.448 0.509
H 0.895 -1.470 0.525 -0.044
H 2.495 -2.234 0.473 0.392
```

---

[2]
Density functional theory data (ωB97M-V/def2-TZVPD) for a molecular structure, C21H28N5OPtS4.

## Properties
E_HOMO (eV): -10.511
Energy relative to the best compared isomer or geometry (same formula, charge and spin) (kJ/mol): 114.61
F_max (eV/Å): 0.53
Net charge: +1
HOMO-LUMO gap (Eh): 0.2632
Multiplicity: 1

```
60
Properties=species:S:1:pos:R:3:mulliken_charge:R:1
Pt 0.301 -0.051 -0.116 0.581
N -2.290 -2.141 -0.167 -0.127
C -1.127 -2.667 -0.545 0.281
N -0.010 -1.972 -0.590 0.120
C 1.098 -2.741 -0.910 -0.568
C 0.819 -4.028 -1.174 -0.092
S -0.879 -4.318 -0.997 -0.210
C 2.355 -2.025 -0.822 -0.321
C 3.605 -2.418 -1.114 -0.026
S 4.720 -1.142 -0.788 -0.178
C 3.417 -0.133 -0.277 0.261
N 2.245 -0.722 -0.342 0.020
N 3.624 1.117 0.183 -0.187
H -2.343 -1.115 -0.153 0.067
H -3.137 -2.672 -0.262 0.268
H 1.495 -4.828 -1.432 0.484
H 3.940 -3.363 -1.510 0.467
H 4.478 1.594 -0.045 0.249
H 2.821 1.690 0.378 0.084
S 0.140 -1.085 2.775 -0.207
C 1.752 -1.370 2.964 0.221
N 2.397 -2.515 2.698 -0.095
C 3.772 -2.643 3.162 -0.722
C 4.319 -1.218 3.238 -0.331
S 2.871 -0.169 3.565 -0.091
H 1.838 -3.324 2.478 0.257
H 4.349 -3.245 2.461 0.316
H 3.802 -3.126 4.141 0.352
H 4.785 -0.914 2.302 0.112
H 5.038 -1.106 4.045 0.468
C -1.674 2.056 2.384 -1.178
C -0.945 2.860 1.309 0.260
C 0.537 2.532 1.194 -0.232
C -1.589 2.834 -0.058 0.825
C -1.857 4.060 -0.659 -0.877
C -2.455 4.134 -1.900 -1.296
C -2.806 2.960 -2.539 -1.037
C -2.556 1.706 -1.988 0.522
C -3.091 0.512 -2.759 0.732
C -4.289 -0.125 -2.049 -1.448
C -2.024 -0.505 -3.153 -1.749
C -1.907 1.638 -0.735 0.564
O -1.649 0.431 -0.134 -1.283
H -1.192 2.193 3.355 0.429
H -1.694 0.996 2.158 -0.049
H -2.704 2.407 2.463 0.402
H -0.966 3.906 1.629 0.561
H 0.683 1.513 0.740 -0.920
H 1.049 2.463 2.154 0.529
H 1.045 3.224 0.519 0.592
H -1.609 4.970 -0.123 0.401
H -2.667 5.093 -2.356 0.397
H -3.302 3.009 -3.502 0.398
H -3.477 0.924 -3.695 0.630
H -4.009 -0.554 -1.089 0.202
H -4.720 -0.916 -2.667 0.400
H -5.064 0.620 -1.861 0.385
H -1.555 -0.948 -2.284 0.581
H -1.240 -0.031 -3.748 0.337
H -2.466 -1.306 -3.752 0.469
```

---

[3]
Density functional theory data (ωB97M-V/def2-TZVPD) for 2 unconnected molecules or ions with the total composition C21H29B2F12N3O10S.

## Properties
E_HOMO (eV): -8.725
F_max (eV/Å): 2.21
Net charge: 0
HOMO-LUMO gap (Eh): 0.2297
Multiplicity: 1

```
78
Properties=species:S:1:pos:R:3:mulliken_charge:R:1
C 0.678 2.172 2.943 -1.662
C -0.530 1.336 2.435 -0.506
N -0.807 1.619 1.013 0.965
C -0.319 0.875 0.042 -2.649
N 0.444 -0.238 0.266 1.802
C -0.240 -1.453 0.798 -1.080
C -1.764 -1.445 0.947 0.130
C -2.098 -2.645 1.784 0.088
F -2.714 -2.394 2.981 -0.319
C -1.808 -3.943 1.453 0.464
F -0.924 -4.675 2.088 -0.200
F -2.359 -4.614 0.481 -0.176
C 1.815 -0.048 0.795 -0.746
C 2.818 -0.828 -0.067 -1.211
C 3.983 -1.389 0.746 1.007
C 5.031 -1.896 -0.264 -1.739
C 4.658 -0.290 1.604 -1.332
N -0.635 1.289 -1.253 0.784
C -1.674 0.400 -1.835 -0.989
C -2.308 0.970 -3.092 -0.353
C -3.141 -0.104 -3.755 0.278
O -3.176 -0.300 -4.936 -0.564
O -3.832 -0.863 -2.878 -0.407
C 0.579 1.376 -2.094 -1.003
B 1.579 2.578 -1.695 0.614
O 1.225 3.860 -1.958 -0.586
O 2.818 2.379 -1.112 -0.499
S -1.820 2.987 0.570 1.530
O -2.970 2.561 -0.148 -0.679
O -0.981 3.966 -0.032 -0.697
C -2.499 3.680 2.152 0.521
F -1.558 4.001 3.036 -0.259
F -3.284 2.724 2.678 -0.241
C -3.421 4.931 1.905 0.521
F -4.560 4.551 1.338 -0.218
F -3.712 5.354 3.149 -0.279
C -2.797 6.140 1.144 0.735
F -1.520 6.298 1.442 -0.212
F -3.454 7.230 1.527 -0.262
F -2.979 6.005 -0.158 -0.197
H 0.971 2.930 2.218 0.339
H 0.381 2.702 3.845 0.343
H 1.521 1.539 3.194 0.454
H -0.289 0.290 2.583 0.417
H -1.379 1.575 3.062 0.926
H -0.012 -2.260 0.111 0.213
H 0.186 -1.747 1.762 0.508
H -2.280 -1.580 -0.007 0.312
H -2.178 -0.589 1.481 0.134
H 2.089 0.997 0.910 0.668
H 1.865 -0.510 1.788 0.460
H 3.206 -0.223 -0.886 0.127
H 2.258 -1.664 -0.494 0.161
H 3.686 -2.239 1.360 0.471
H 4.575 -2.662 -0.892 0.388
H 5.926 -2.262 0.230 0.463
H 5.278 -1.065 -0.929 0.379
H 4.421 -0.382 2.664 0.250
H 5.740 -0.398 1.531 0.469
H 4.413 0.706 1.232 0.241
H -2.471 0.309 -1.100 0.401
H -1.279 -0.607 -2.002 0.527
H -2.946 1.827 -2.873 0.302
H -1.598 1.273 -3.856 0.370
H -4.102 -1.655 -3.372 0.351
H 0.286 1.571 -3.125 0.387
H 1.126 0.427 -2.123 0.107
H 0.287 3.933 -2.174 0.322
H 3.503 2.191 -1.763 0.306
B 0.178 -6.876 -2.645 0.512
O 1.121 -7.103 -1.498 -0.455
C 1.292 -5.984 -0.841 0.734
O 1.980 -5.810 0.131 -0.627
C 0.449 -4.895 -1.523 0.415
O 0.383 -3.740 -1.156 -0.666
O -0.175 -5.407 -2.537 -0.420
F -0.960 -7.642 -2.500 -0.335
F 0.803 -7.123 -3.848 -0.328
```

---

[4]
Density functional theory data (ωB97M-V/def2-TZVPD) for a molecular structure, C21H29Br48FGaN2O6S.

## Properties
E_HOMO (eV): -6.401
F_max (eV/Å): 11.74
Net charge: -1
HOMO-LUMO gap (Eh): 0.2604
Multiplicity: 1

```
109
Properties=species:S:1:pos:R:3:mulliken_charge:R:1
C 3.471 -1.381 1.455 -0.421
C 4.593 -0.414 2.203 0.296
O 4.472 -0.444 3.669 -0.557
C 4.508 1.136 1.586 -0.738
N 4.648 2.167 2.683 -0.349
C 3.329 2.797 3.075 -0.603
C 2.058 1.760 3.142 0.900
O 0.893 2.549 3.641 -0.455
Ga -0.596 1.889 2.656 0.464
O -0.634 -0.015 2.900 -0.167
N -1.711 -0.561 2.296 0.159
O -2.459 -1.089 3.126 -0.336
S -0.475 2.245 0.378 0.952
O -1.127 1.029 -0.389 -0.491
O 0.991 2.534 -0.131 -0.493
F -1.392 3.649 -0.113 -0.353
H 3.107 -2.255 2.144 0.230
H 2.563 -0.689 1.140 0.022
H 4.029 -1.844 0.513 -0.013
H 5.647 -0.913 1.948 0.238
H 3.712 -1.085 3.906 0.335
H 3.600 1.295 0.864 0.162
H 5.485 1.240 0.908 0.412
H 5.218 2.956 2.252 0.463
H 3.469 3.215 4.184 0.340
H 3.085 3.766 2.423 0.099
H 1.741 1.335 2.073 -0.420
H 2.206 0.838 3.848 0.043
H -1.910 2.606 3.296 -0.307
C -4.638 3.649 -1.796 -0.023
Br -5.347 1.964 -1.131 0.017
Br -5.281 4.049 -3.587 -0.035
Br -4.976 5.114 -0.561 -0.057
H -3.551 3.533 -1.865 0.083
C 1.870 5.997 -1.514 0.343
Br 2.675 6.452 0.198 -0.075
Br 0.911 7.503 -2.286 -0.075
Br 3.175 5.259 -2.753 -0.017
H 1.132 5.212 -1.322 -0.254
C -2.611 -2.102 6.561 -0.303
Br -3.721 -1.418 8.005 -0.041
Br -0.973 -1.073 6.359 0.036
Br -2.251 -4.003 6.763 0.076
H -3.181 -1.981 5.635 0.254
C 1.351 1.718 -3.561 0.021
Br 0.368 3.391 -3.701 0.101
Br 0.486 0.285 -4.551 0.025
Br 3.216 1.930 -4.075 -0.076
H 1.342 1.429 -2.505 0.025
C 3.370 -5.267 -0.070 -0.356
Br 4.175 -4.813 1.642 -0.026
Br 2.411 -3.761 -0.841 0.010
Br 4.675 -6.006 -1.309 -0.016
H 2.632 -6.053 0.123 0.375
C 8.322 -3.864 -2.916 -0.089
Br 6.922 -2.800 -2.084 0.075
Br 9.471 -4.710 -1.593 -0.004
Br 7.597 -5.156 -4.177 -0.044
H 8.950 -3.175 -3.490 0.042
C -0.070 -7.326 6.196 -0.324
Br 0.065 -5.972 4.806 0.035
Br -1.845 -7.374 6.990 -0.104
Br 0.485 -9.078 5.556 -0.053
H 0.628 -7.040 6.989 0.395
C 6.174 3.989 5.738 -0.516
Br 5.001 4.040 7.289 -0.134
Br 7.895 3.185 6.158 -0.130
Br 5.324 3.126 4.216 0.171
H 6.368 5.027 5.449 0.348
C -3.230 -1.958 -3.809 -0.382
Br -2.425 -1.503 -2.097 0.081
Br -4.189 -0.452 -4.580 -0.029
Br -1.925 -2.696 -5.048 -0.078
H -3.968 -2.743 -3.617 0.363
C -0.542 5.290 -7.501 -0.345
Br -0.947 3.388 -7.550 -0.001
Br -0.382 5.950 -5.678 -0.009
Br 1.026 5.724 -8.567 -0.042
H -1.392 5.810 -7.956 0.359
C -8.727 5.975 -0.976 0.270
Br -9.436 4.290 -0.312 -0.014
Br -9.370 6.376 -2.767 -0.019
Br -9.064 7.440 0.259 -0.022
H -7.640 5.860 -1.045 -0.216
C -12.559 2.578 -2.651 0.012
Br -12.424 3.932 -4.041 -0.001
Br -14.334 2.530 -1.857 -0.018
Br -12.004 0.826 -3.290 -0.005
H -11.861 2.864 -1.857 0.003
C -4.313 -6.897 3.556 -0.206
Br -6.076 -7.664 3.260 0.000
Br -2.915 -7.939 2.692 -0.025
Br -4.243 -5.023 3.039 0.051
H -4.122 -6.938 4.634 0.205
C -10.447 -6.727 3.556 -0.335
Br -10.019 -7.979 4.983 -0.015
Br -9.277 -5.173 3.582 0.013
Br -10.462 -7.593 1.814 -0.010
H -11.463 -6.366 3.742 0.336
C 0.945 0.877 -10.502 -0.338
Br 1.639 -0.520 -11.665 -0.060
Br 1.467 0.601 -8.649 0.032
Br 1.428 2.651 -11.134 -0.006
H -0.148 0.810 -10.540 0.344
C 12.488 -1.444 -2.450 -0.313
Br 11.315 -1.393 -0.899 -0.005
Br 14.209 -2.248 -2.030 -0.019
Br 11.638 -2.307 -3.972 -0.018
H 12.682 -0.406 -2.739 0.368
```